No. 1
This record from the OMol25 dataset describes a structure of composition C24H40BN7O2RuS3. The level of theory is ωB97M-V/def2-TZVPD.

Last column: Mulliken charge in e.
Positions of all 78 atoms, in Å:
1 Ru -0.732 -0.859 -0.752  0.61
2 C 1.228 -4.212 1.382  -1.08
3 C 0.912 -3.527 2.708  1.21
4 C 1.708 -4.152 3.853  -1.96
5 C -0.576 -3.614 3.038  -1.66
6 N 1.355 -2.080 2.568  0.40
7 C 2.633 -1.667 2.861  -0.41
8 C 2.739 -0.367 2.498  -1.06
9 N 1.537 0.027 1.974  0.19
10 B 1.426 1.451 1.331  1.08
11 N 2.114 1.487 -0.052  0.38
12 C 2.754 2.640 -0.455  -1.18
13 C 3.249 2.431 -1.691  -0.36
14 N 2.911 1.142 -2.060  0.41
15 C 2.213 0.590 -1.051  0.02
16 S 1.574 -1.036 -1.034  -0.05
17 C 3.301 0.509 -3.381  1.07
18 C 4.139 -0.738 -3.113  -1.48
19 C 2.028 0.192 -4.167  -1.43
20 C 4.140 1.503 -4.177  -2.15
21 N -0.032 2.028 1.326  0.16
22 C -0.507 2.628 2.467  -1.14
23 C -1.732 3.124 2.198  -0.49
24 N -2.022 2.835 0.880  0.66
25 C -0.980 2.140 0.374  0.29
26 S -0.778 1.440 -1.217  -0.30
27 C -3.302 3.378 0.271  0.84
28 C -4.468 2.710 0.996  -1.19
29 C -3.302 4.890 0.506  -1.57
30 C -3.408 3.128 -1.226  -1.85
31 C 0.721 -1.034 2.013  0.44
32 S -0.919 -0.975 1.393  -0.29
33 H 0.941 -5.261 1.443  0.48
34 H 2.295 -4.157 1.160  0.35
35 H 0.665 -3.767 0.561  0.00
36 H 1.314 -5.152 4.025  0.48
37 H 1.603 -3.583 4.777  0.46
38 H 2.764 -4.273 3.617  0.47
39 H -0.777 -4.622 3.395  0.52
40 H -1.206 -3.463 2.165  0.22
41 H -0.860 -2.920 3.832  0.42
42 H 3.356 -2.311 3.323  0.55
43 H 3.567 0.314 2.589  0.64
44 H 2.049 2.179 2.047  -0.16
45 H 2.822 3.502 0.185  0.64
46 H 3.824 3.082 -2.318  0.59
47 H 3.597 -1.494 -2.550  0.34
48 H 5.057 -0.484 -2.581  0.39
49 H 4.414 -1.178 -4.071  0.49
50 H 1.455 -0.610 -3.709  0.24
51 H 2.305 -0.126 -5.172  0.50
52 H 1.399 1.080 -4.256  0.38
53 H 5.051 1.786 -3.650  0.51
54 H 3.576 2.397 -4.447  0.47
55 H 4.437 1.015 -5.103  0.46
56 H 0.081 2.681 3.366  0.66
57 H -2.401 3.681 2.826  0.60
58 H -4.458 2.906 2.067  0.38
59 H -4.461 1.627 0.848  0.15
60 H -5.405 3.096 0.597  0.46
61 H -3.322 5.154 1.561  0.42
62 H -4.195 5.314 0.048  0.46
63 H -2.430 5.355 0.045  0.39
64 H -3.499 2.074 -1.476  0.22
65 H -2.570 3.550 -1.779  0.51
66 H -4.315 3.628 -1.565  0.55
67 N -2.936 -0.713 -0.785  -0.04
68 C -3.763 -1.931 -0.576  -0.64
69 C -3.305 -3.039 -1.516  -0.72
70 C -1.916 -3.457 -1.123  0.51
71 O -1.636 -4.445 -0.516  -0.47
72 O -0.917 -2.582 -1.478  -0.78
73 H -3.224 0.004 -0.123  -0.13
74 H -3.151 -0.327 -1.702  0.33
75 H -4.816 -1.700 -0.739  0.42
76 H -3.647 -2.243 0.463  0.47
77 H -3.323 -2.697 -2.552  0.35
78 H -3.963 -3.899 -1.415  0.38

Relative energy (zero: lowest compared OMol25 entry of this formula, charge and spin)   4.5 kcal per mole
E_HOMO (spin up / spin down)   -13.885 / -13.896 eV
Total charge   +2
Orbital gap (spin up / spin down)   0.221 / 0.216 hartree



No. 2
This record from the OMol25 dataset describes a structure of composition C21H28BrCl3CuN7O2. The level of theory is ωB97M-V/def2-TZVPD.

Last column: Löwdin spin population.
Positions of all 63 atoms, in Å:
1 Cu 0.211 -0.067 -0.084  0.70
2 C -1.927 -1.080 -1.611  0.01
3 N -2.530 0.233 -1.684  0.01
4 C -3.955 0.342 -1.955  0.00
5 C -4.173 1.849 -1.907  0.00
6 N -3.009 2.329 -1.160  0.00
7 C -2.860 3.772 -1.069  0.00
8 C -2.041 1.371 -1.139  0.01
9 N -0.822 1.439 -0.670  0.04
10 C -0.309 2.633 -0.002  0.00
11 C 1.152 2.403 0.356  0.00
12 N 1.257 1.139 1.080  0.08
13 C 2.231 0.883 1.919  0.01
14 N 3.322 1.643 2.178  0.01
15 C 3.870 2.720 1.373  0.00
16 C 4.174 1.029 3.191  0.00
17 C 3.407 -0.233 3.586  0.00
18 N 2.286 -0.252 2.657  0.00
19 C 1.182 -1.130 2.974  0.00
20 H -2.423 -1.721 -2.335  0.00
21 H -2.025 -1.531 -0.619  0.00
22 H -0.871 -1.035 -1.887  0.01
23 H -4.538 -0.183 -1.192  0.00
24 H -4.191 -0.088 -2.928  0.00
25 H -5.090 2.125 -1.388  0.00
26 H -4.193 2.291 -2.908  0.00
27 H -3.859 4.202 -1.085  0.00
28 H -2.302 4.185 -1.913  0.00
29 H -2.390 4.073 -0.139  0.00
30 H -0.865 2.824 0.924  0.00
31 H -0.359 3.513 -0.645  0.00
32 H 1.495 3.248 0.952  0.00
33 H 1.729 2.367 -0.576  0.00
34 H 3.670 2.561 0.316  0.00
35 H 4.950 2.729 1.511  0.00
36 H 3.489 3.697 1.675  0.00
37 H 4.329 1.710 4.029  0.00
38 H 5.148 0.788 2.759  0.00
39 H 3.041 -0.191 4.615  0.00
40 H 4.003 -1.141 3.478  0.00
41 H 1.591 -2.089 3.285  0.00
42 H 0.557 -1.306 2.107  0.00
43 H 0.577 -0.715 3.784  0.00
44 Br 1.775 -0.380 -2.662  0.01
45 C 3.269 -0.360 -1.470  0.00
46 C 4.352 0.415 -1.861  0.00
47 C 5.493 0.444 -1.078  0.00
48 C 5.551 -0.309 0.087  0.00
49 C 4.468 -1.085 0.456  0.00
50 C 3.299 -1.120 -0.306  0.00
51 C 2.205 -2.059 0.205  0.00
52 O 2.552 -3.058 0.795  0.02
53 O 0.965 -1.730 -0.015  0.07
54 H 4.308 0.975 -2.786  0.00
55 H 6.342 1.040 -1.386  0.00
56 H 6.451 -0.306 0.688  0.00
57 H 4.503 -1.717 1.334  0.00
58 Cl -4.710 -0.874 3.711  0.00
59 C -3.486 0.402 3.587  0.00
60 Cl -4.261 1.973 3.301  0.00
61 Cl -2.526 0.467 5.075  0.00
62 C -2.626 0.108 2.449  0.00
63 N -2.036 -0.129 1.494  0.00

Multiplicity   2
E_HOMO (spin up / spin down)   -11.578 / -11.575 eV
Total charge   +1
Orbital gap (spin up / spin down)   0.346 / 0.286 hartree
⟨S²⟩   0.75



No. 3
This record from the OMol25 dataset describes a cluster of 3 separate species, C5H13NO2 in total at a distorted geometry. The level of theory is ωB97M-V/def2-TZVPD.

Last column: Mulliken charge in e.
Positions of all 21 atoms, in Å:
1 C 0.264 -2.760 0.595  -0.27
2 N 0.191 -2.011 -0.416  -0.44
3 C -0.096 -0.625 -0.325  -0.40
4 C -1.286 -0.097 -0.110  -0.04
5 C -1.709 1.365 -0.056  -0.54
6 C -1.223 2.095 1.183  -1.01
7 H 0.525 -3.804 0.403  0.27
8 H 0.055 -2.360 1.579  0.26
9 H 0.793 -0.118 -0.683  0.38
10 H -2.092 -0.790 0.101  0.28
11 H -1.441 1.856 -1.007  0.31
12 H -2.775 1.341 -0.129  0.33
13 H -0.217 2.437 1.027  0.20
14 H -1.160 1.458 2.070  0.36
15 H -1.825 2.976 1.429  0.33
16 O 2.599 -0.406 -4.013  -0.64
17 H 2.714 -1.222 -3.506  0.32
18 H 2.639 -0.710 -4.930  0.31
19 O 1.438 0.507 2.638  -0.64
20 H 0.975 -0.235 2.239  0.30
21 H 1.633 1.105 1.909  0.31

Relative energy (zero: lowest compared OMol25 entry of this formula, charge and spin)   61.9 kcal per mole
E_HOMO   -9.005 eV
Orbital gap   0.361 hartree
SMILES   C=N/C=C/CC.O.O



No. 4
This record from the OMol25 dataset describes a cluster of 2 separate species, C10H17N4O in total at a distorted geometry. The level of theory is ωB97M-V/def2-TZVPD.

Last column: Mulliken charge in e.
Positions of all 32 atoms, in Å:
1 C -1.508 0.060 -1.511  -0.35
2 C -1.085 0.857 0.806  -0.83
3 C -2.821 -0.236 -1.214  -0.71
4 C -2.382 0.512 1.072  -1.12
5 C -0.606 0.615 -0.480  1.09
6 C -3.216 -0.056 0.125  0.85
7 C 2.821 0.143 -1.711  -0.90
8 C 1.281 -0.299 -1.575  -0.50
9 C 3.028 0.810 -0.342  -0.17
10 C 1.640 1.454 -0.085  0.48
11 N 0.696 0.705 -0.792  0.26
12 N -4.503 -0.384 0.454  -0.47
13 N 3.384 -0.194 0.664  -0.65
14 N 0.205 -1.739 2.010  -0.71
15 O 1.451 2.444 0.700  -0.49
16 H -1.008 -0.211 -2.467  0.23
17 H -0.498 1.168 1.601  0.51
18 H -3.503 -0.898 -1.861  0.30
19 H -2.616 0.389 2.147  0.26
20 H 3.405 -0.750 -1.929  0.41
21 H 2.947 0.824 -2.557  0.37
22 H 0.813 -0.305 -2.617  0.26
23 H 1.343 -1.321 -1.088  0.18
24 H 3.857 1.496 -0.324  0.56
25 H -5.271 -0.328 -0.163  0.19
26 H -4.846 -0.429 1.386  0.18
27 H 3.724 0.260 1.521  0.31
28 H 2.567 -0.801 0.992  0.23
29 H 0.530 -2.391 2.829  0.28
30 H 0.474 -2.267 1.177  0.22
31 H -0.816 -1.864 2.237  0.23
32 H 0.512 2.736 0.995  0.48

Relative energy (zero: lowest compared OMol25 entry of this formula, charge and spin)   2.3 kcal per mole
E_HOMO (spin up / spin down)   -11.139 / -11.139 eV
Total charge   +1
Orbital gap (spin up / spin down)   0.275 / 0.275 hartree



No. 5
This record from the OMol25 dataset describes the molecule C5H7ClFN at a distorted geometry. The level of theory is ωB97M-V/def2-TZVPD.

Last column: Mulliken charge in e.
Positions of all 15 atoms, in Å:
1 N 1.566 -1.830 -1.165  -0.73
2 C 0.494 -0.998 -0.689  0.38
3 C 0.533 0.480 -1.150  -0.84
4 C -0.008 1.358 -0.006  -0.05
5 Cl -1.866 1.551 -0.093  -0.24
6 C 0.271 0.475 1.174  -0.65
7 C 0.411 -0.794 0.783  0.20
8 F 0.565 -1.828 1.643  -0.28
9 H 2.465 -1.356 -1.313  0.25
10 H 1.375 -2.035 -2.155  0.28
11 H -0.457 -1.518 -1.011  0.29
12 H -0.018 0.730 -2.132  0.29
13 H 1.614 0.741 -1.312  0.25
14 H 0.341 2.404 0.024  0.41
15 H 0.165 0.797 2.181  0.44

Relative energy (zero: lowest compared OMol25 entry of this formula, charge and spin)   10.4 kcal per mole
E_HOMO   -9.649 eV
Orbital gap   0.384 hartree
SMILES   N[C@@H]1C[C@@H](Cl)C=C1F



No. 6
This record from the OMol25 dataset describes the molecule H2N2O3 at a distorted geometry. The level of theory is ωB97M-V/def2-TZVPD.

Last column: Mulliken charge in e.
Positions of all 7 atoms, in Å:
1 N 1.198 -0.454 -0.195  -0.35
2 O -0.107 -0.878 0.119  -0.21
3 N -1.110 0.143 0.125  0.99
4 O -0.607 1.351 0.028  -0.52
5 O -2.235 -0.182 0.084  -0.48
6 H 1.495 -0.175 0.721  0.28
7 H 1.367 0.194 -0.882  0.29

Relative energy (zero: lowest compared OMol25 entry of this formula, charge and spin)   29.7 kcal per mole
E_HOMO   -10.935 eV
Orbital gap   0.396 hartree
SMILES   NO[N+](=O)[O-]



No. 7
This record from the OMol25 dataset describes a cluster of 2 separate species, C14H16Br2F7N2O4P2S in total at a distorted geometry. The level of theory is ωB97M-V/def2-TZVPD.

Last column: Mulliken charge in e.
Positions of all 48 atoms, in Å:
1 C 2.294 -1.448 0.780  -1.02
2 C 1.087 -0.397 1.116  0.77
3 O 1.526 0.944 0.770  -0.06
4 P 0.219 2.018 0.515  0.64
5 O 0.817 3.451 0.608  -0.74
6 C -1.056 1.941 1.952  -0.62
7 C -2.572 1.732 1.443  -1.17
8 C -2.808 0.423 0.557  0.42
9 C -2.498 -1.057 0.999  -0.23
10 Br -1.794 -1.442 2.838  -0.11
11 C -2.721 -2.281 0.034  0.44
12 C -2.366 -3.782 0.453  -0.43
13 C -1.696 -4.549 -0.819  0.30
14 O -1.986 -5.726 -1.134  -0.52
15 Br -0.310 -3.624 -1.951  -0.16
16 C -3.313 -1.916 -1.387  0.44
17 N -3.658 -2.801 -2.485  -0.52
18 S -4.268 -1.929 -3.843  0.20
19 N -4.245 -0.315 -3.256  -0.63
20 C -3.701 -0.473 -1.910  0.44
21 C -3.401 0.664 -0.879  0.39
22 F -3.732 2.006 -1.291  -0.37
23 O -0.509 1.912 -1.025  -0.37
24 C 0.164 0.965 -1.902  0.20
25 C 1.657 1.437 -2.351  -0.83
26 H 2.439 -2.177 1.671  0.32
27 H 3.298 -0.896 0.667  0.23
28 H 2.041 -2.118 -0.125  0.15
29 H 0.922 -0.483 2.252  0.13
30 H 0.181 -0.775 0.526  -0.35
31 H -1.040 2.959 2.505  0.43
32 H -0.697 1.167 2.712  0.33
33 H -2.943 2.695 0.918  0.32
34 H -3.220 1.616 2.401  0.38
35 H -3.229 -4.366 0.918  0.32
36 H -1.514 -3.740 1.240  0.31
37 H -0.452 0.949 -2.887  0.34
38 H 0.145 -0.126 -1.524  -0.18
39 H 1.687 1.924 -3.383  0.32
40 H 2.281 0.457 -2.382  0.26
41 H 2.168 2.094 -1.551  0.20
42 F 4.958 3.028 2.484  -0.34
43 P 5.257 2.152 1.173  0.93
44 F 5.344 2.273 -0.427  -0.35
45 F 4.648 0.898 1.974  -0.33
46 F 6.456 3.218 1.225  -0.33
47 F 3.751 2.476 0.728  -0.21
48 F 6.392 1.021 1.056  -0.35

Relative energy (zero: lowest compared OMol25 entry of this formula, charge and spin)   215.5 kcal per mole
E_HOMO   -7.072 eV
Total charge   -1
Orbital gap   0.243 hartree



No. 8
This record from the OMol25 dataset describes a structure of composition C35H65BrHgN6O5SSbSi3 at a distorted geometry. The level of theory is ωB97M-V/def2-TZVPD.

Last column: Löwdin spin population.
Positions of all 118 atoms, in Å:
1 Hg 0.491 1.544 0.727  0.00
2 Br -6.966 1.773 2.151  0.01
3 C -5.080 1.942 2.263  0.04
4 C -4.515 2.974 2.988  0.00
5 C -3.135 3.091 3.055  0.04
6 C -2.303 2.177 2.398  0.01
7 C -2.904 1.153 1.666  0.03
8 C -4.275 1.029 1.598  0.00
9 N -0.914 2.229 2.415  0.21
10 C -0.266 3.007 3.269  0.19
11 C 1.138 3.006 3.321  0.10
12 C 1.866 3.744 4.296  0.05
13 C 3.218 3.623 4.378  0.05
14 C 3.897 2.761 3.481  0.10
15 C 3.147 2.113 2.535  0.01
16 N 1.819 2.232 2.432  0.13
17 H -5.146 3.693 3.492  0.00
18 H -2.717 3.920 3.608  0.00
19 H -2.280 0.457 1.121  0.00
20 H -4.719 0.232 1.023  0.00
21 H -0.789 3.622 3.994  0.01
22 H 1.314 4.382 4.974  0.00
23 H 3.767 4.179 5.126  0.00
24 H 4.967 2.621 3.520  0.01
25 H 3.610 1.462 1.803  0.00
26 O -0.091 -1.883 2.175  0.00
27 N 0.649 -1.041 1.854  0.00
28 C 0.759 3.327 -3.683  0.00
29 N 1.031 2.469 -2.553  0.00
30 C 0.970 1.153 -2.605  0.00
31 N 0.871 0.566 -3.815  0.00
32 S 1.072 0.137 -1.234  0.00
33 H 0.774 4.354 -3.331  0.00
34 H -0.233 3.131 -4.106  0.00
35 H 1.517 3.216 -4.461  0.00
36 H 0.942 2.903 -1.626  0.00
37 H 0.599 1.109 -4.617  0.00
38 H 0.649 -0.415 -3.843  0.00
39 O 3.181 2.760 -0.539  0.00
40 C 4.115 2.620 -1.294  0.00
41 C 5.227 3.631 -1.443  0.00
42 C 6.511 2.948 -0.919  0.00
43 C 6.275 1.908 0.195  0.00
44 C 5.918 0.483 -0.268  0.00
45 C 4.553 0.323 -0.947  0.00
46 N 4.348 1.397 -1.926  0.00
47 H 4.961 4.500 -0.843  0.00
48 H 5.345 3.953 -2.480  0.00
49 H 7.184 3.721 -0.546  0.00
50 H 7.041 2.465 -1.746  0.00
51 H 5.510 2.287 0.878  0.00
52 H 7.189 1.840 0.790  0.00
53 H 5.974 -0.195 0.587  0.00
54 H 6.695 0.148 -0.967  0.00
55 H 3.730 0.382 -0.236  0.00
56 H 4.470 -0.640 -1.450  0.00
57 H 5.142 1.460 -2.554  0.00
58 C 2.237 -3.567 2.546  0.00
59 C 2.287 -2.230 3.259  0.00
60 C 1.425 -2.163 4.506  0.00
61 C 3.720 -1.824 3.576  0.00
62 O 1.912 -1.151 2.307  0.00
63 H 2.590 -4.340 3.232  0.00
64 H 2.893 -3.560 1.675  0.00
65 H 1.232 -3.832 2.227  0.00
66 H 1.914 -2.766 5.274  0.00
67 H 0.422 -2.552 4.358  0.00
68 H 1.364 -1.140 4.873  0.00
69 H 4.152 -2.541 4.276  0.00
70 H 3.752 -0.833 4.026  0.00
71 H 4.327 -1.818 2.672  0.00
72 C -5.120 -4.345 -0.901  0.00
73 Si -3.945 -3.419 0.221  0.00
74 C -4.967 -2.489 1.478  0.00
75 C -2.893 -4.654 1.166  0.00
76 Sb -2.343 -1.743 -0.859  0.00
77 Si -0.925 -3.530 -1.967  0.00
78 C -1.842 -5.036 -2.594  0.00
79 C 0.339 -4.058 -0.689  0.00
80 C 0.042 -2.827 -3.409  0.00
81 Si -3.678 -0.872 -2.827  0.00
82 C -4.449 -2.177 -3.920  0.00
83 C -4.985 0.264 -2.144  0.00
84 C -2.508 0.166 -3.851  0.00
85 H -5.563 -5.171 -0.338  0.00
86 H -4.645 -4.752 -1.788  0.00
87 H -5.932 -3.690 -1.219  0.00
88 H -5.406 -3.218 2.166  0.00
89 H -5.782 -1.928 1.019  0.00
90 H -4.375 -1.788 2.063  0.00
91 H -3.528 -5.190 1.876  0.00
92 H -2.112 -4.144 1.733  0.00
93 H -2.411 -5.390 0.525  0.00
94 H -2.352 -5.585 -1.805  0.00
95 H -1.125 -5.712 -3.066  0.00
96 H -2.588 -4.761 -3.340  0.00
97 H -0.114 -4.562 0.162  0.00
98 H 0.870 -3.178 -0.322  0.00
99 H 1.071 -4.735 -1.139  0.00
100 H -0.565 -2.260 -4.112  0.00
101 H 0.492 -3.662 -3.955  0.00
102 H 0.855 -2.203 -3.034  0.00
103 H -5.167 -2.795 -3.385  0.00
104 H -3.703 -2.837 -4.363  0.00
105 H -4.976 -1.672 -4.735  0.00
106 H -5.797 -0.284 -1.662  0.00
107 H -5.412 0.846 -2.964  0.00
108 H -4.554 0.957 -1.424  0.00
109 H -1.734 -0.434 -4.329  0.00
110 H -2.039 0.913 -3.208  0.00
111 H -3.078 0.672 -4.635  0.00
112 C -2.295 4.449 -1.228  0.00
113 C -1.421 3.270 -0.841  0.00
114 O -0.282 3.561 -0.323  0.01
115 O -1.822 2.119 -1.034  0.00
116 H -2.866 4.741 -0.345  0.00
117 H -2.998 4.161 -2.007  0.00
118 H -1.703 5.309 -1.534  0.00

Relative energy (zero: lowest compared OMol25 entry of this formula, charge and spin)   6.9 kcal per mole
Multiplicity   2
E_HOMO (spin up / spin down)   -5.287 / -7.338 eV
Orbital gap (spin up / spin down)   0.207 / 0.278 hartree
⟨S²⟩   0.77